(one)
# C6H14N4

A gas-phase ion, C6H14N4 (charge +2) (ωB97M-V/def2-TZVPD, the OMol25 dataset).

SMILES string: CC1(C)C(=[NH2+])N2C[C@H]1[NH2+]N2
HOMO-LUMO gap: 10.544 eV
Total charge: +2

Positions of all 24 atoms, in Å:
C 1.25994 0.16382 1.46093
C 0.48050 1.05918 0.43085
C -0.71862 0.23194 0.01842
C -0.01841 -1.12384 -0.06288
C -1.23556 0.66781 -1.31165
C -1.80100 -0.02845 1.04913
N 1.31807 -0.95076 0.48509
N -0.52161 -2.19652 -0.55192
N 1.54058 0.99421 -0.70704
N 2.04644 -0.36952 -0.61997
H 2.15397 0.47067 1.83481
H 0.65127 -0.11047 2.37386
H 0.42083 2.16240 0.44812
H -1.41683 -0.28967 -1.99631
H -0.52061 1.45016 -1.80654
H -2.25527 1.22131 -1.19026
H -1.49606 -0.38294 1.96998
H -2.57274 -0.75972 0.57388
H -2.27524 0.88815 1.25464
H -1.52631 -2.44262 -0.86363
H -0.01728 -2.99991 -0.15779
H 1.18723 1.26603 -1.69761
H 2.33158 1.59544 -0.52470
H 2.98513 -0.51670 -0.40939

***

(two)
# C6H14N4

2 unconnected molecules or ions with the total composition C6H14N4 (ωB97M-V/def2-TZVPD, the OMol25 dataset).

HOMO-LUMO gap (alpha / beta): 7.029 / 7.778 eV
Total charge: +2

Positions of all 24 atoms, in Å:
C -0.46227 -0.49337 -0.81132
C 0.26306 0.54209 -1.23270
C 0.78452 -0.68706 1.66353
C -1.20355 0.20269 2.87599
C -0.24872 1.40659 -2.44628
C 1.94967 -1.50075 1.54537
N -0.14086 -0.35090 2.36061
N -1.40202 1.47768 3.14417
N 1.29763 1.07517 -0.54127
N -1.51783 -1.17496 -1.49231
H -2.17726 -0.36468 3.08610
H 0.28548 2.32953 -2.39468
H -1.28232 1.75874 -2.22823
H -0.19247 1.00449 -3.41418
H 2.43624 -1.94043 2.39477
H 2.62262 -0.98683 0.82353
H 1.25687 -2.39103 1.17696
H -0.70041 2.16191 2.90575
H -2.20391 1.75300 3.60143
H 1.85964 1.90702 -0.83859
H 1.70527 0.76800 0.32529
H -2.18790 -1.52305 -0.90424
H -1.22071 -2.01108 -1.93382
H -1.98817 -0.47176 -2.15256

***

Energies relative to the most stable structure are (one) 0.0000; (two) 0.0429, reported in hartree.

***

(one)
# CH2N2O4P

A molecular structure, CH2N2O4P (ωB97M-V/def2-TZVPD, the OMol25 dataset).

HOMO-LUMO gap: 10.768 eV
Total charge: +1

Positions of all 10 atoms, in Å:
C -0.41175 1.35566 0.22635
N -0.81183 0.20379 -0.67854
N -0.85528 -0.23743 0.73171
O 2.71596 -0.68687 -0.15552
O 0.88254 1.28967 0.29817
O 0.22465 -0.37482 -1.28203
O 0.26041 -0.92831 0.98201
P 1.38486 -0.21616 -0.03878
H -1.67880 0.20466 -1.23015
H -1.71078 -0.61019 1.14678

***

(two)
# CH2N2O4P

A gas-phase ion, CH2N2O4P (charge +1) (ωB97M-V/def2-TZVPD, the OMol25 dataset).

HOMO-LUMO gap: 9.548 eV
Total charge: +1

Positions of all 10 atoms, in Å:
C -1.26161 -1.51032 -2.33520
N 0.05496 -0.25850 -0.70859
N -0.64797 -0.40374 0.48129
O -3.03697 1.86863 -1.58458
O -2.03090 -0.67187 -2.28093
O -0.43195 0.90725 -1.38414
O -1.98024 0.06803 0.15309
P -2.02630 0.95211 -1.18352
H 1.03161 -0.30629 -0.70075
H -0.37721 0.18814 1.28973

***

Energies relative to the most stable structure are (one) 0.0234; (two) 0.0000, reported in hartree.